The molecule C2HN3O2 at a distorted geometry. Source: the OMol25 dataset; level of theory: ωB97M-V/def2-TZVPD.

Output
LUMO level ... -1.4 eV
Relative energy (zero: lowest compared OMol25 entry of this formula, charge and spin) ... 138.1 kcal per mole
Max |F| ... 8.21 eV/A
Total energy ... -10650.009 eV
SMILES ... O=c1nncno1

Last column: Mulliken charge in e.
Geometry (Å):
C 1.280 0.028 0.570  0.555
C -1.205 0.427 -0.583  -0.010
H -2.190 0.447 -0.743  0.387
N 0.062 -0.569 1.212  -0.105
N -1.107 -0.509 0.672  -0.126
N -0.219 0.280 -1.433  -0.150
O 2.292 0.082 1.151  -0.361
O 1.089 -0.185 -0.846  -0.191